Here is a structure of composition C3H12BrCuN6O3 at a distorted geometry from the Open Molecules 2025 dataset. Energies are from ωB97M-V/def2-TZVPD.

Its strongest force on any atom is 5.530 eV/A. The value obtained for the energy above the lowest of the compared OMol25 structures with the same formula, charge and spin is 312.2 kJ/mol. Its spin multiplicity is 2. As for the total energy: -133063.167 eV. The frontier orbital gap (alpha / beta) is 6.11 / 2.79 eV. As for the total charge: +1. Its expectation value of S² is 0.78.

Element x y z (Å)
Cu -3.52580 -16.75291 20.89299
Br -4.48285 -14.99296 19.09669
C -8.68640 -13.77927 19.81068
O -9.80218 -13.36458 19.69750
N -8.38645 -14.91769 20.34823
N -7.66690 -13.21672 19.25127
H -7.55028 -15.42900 20.10432
H -9.07361 -15.43503 20.87764
H -6.91637 -13.78352 18.88313
H -7.86730 -12.30842 18.85766
C -4.49406 -10.22207 18.96312
O -3.34470 -10.27006 18.55494
N -5.31154 -9.12656 19.01910
N -5.14401 -11.19054 19.49293
H -6.24977 -9.15344 19.39206
H -4.75672 -8.28509 18.95422
H -4.75049 -12.10854 19.64301
H -6.03460 -10.90580 19.87486
C -0.75179 -13.34687 17.43547
O 0.27674 -12.70636 17.37236
N -1.80189 -12.97761 18.14337
N -1.06981 -14.50958 16.79645
H -1.86338 -12.03961 18.51279
H -2.51485 -13.65066 18.38585
H -0.46633 -14.95591 16.12065
H -2.00991 -14.87748 16.76548

=====

Here is a structure of composition C3H12Cl2O3V at a distorted geometry from the Open Molecules 2025 dataset. Energies are from ωB97M-V/def2-TZVPD.

Its strongest force on any atom is 1.374 eV/A. Its spin multiplicity is 4. As for the total energy: -60182.193 eV. The frontier orbital gap (alpha / beta) is 8.04 / 8.87 eV. Its expectation value of S² is 3.76.

Element x y z (Å)
V -0.48420 0.09887 -0.31856
Cl -2.45272 -0.48783 -1.80305
Cl -1.15049 1.45810 1.70832
C 2.37250 -0.66276 0.95609
O 1.63927 0.41593 0.35330
H 3.44082 -0.51044 0.81754
H 2.14209 -0.73626 2.02150
H 2.06458 -1.60927 0.51912
H 2.19558 1.19199 0.44780
C -1.01447 2.93951 -1.38990
O -0.00188 1.91946 -1.52995
H -0.69714 3.75886 -0.74360
H -1.26220 3.34570 -2.37197
H -1.89921 2.49717 -0.94398
H 0.60216 2.24852 -2.19795
C -0.98367 -2.90429 0.47643
O -0.52983 -1.65531 1.03781
H -1.77916 -3.35008 1.07024
H -1.37790 -2.69590 -0.51640
H -0.14555 -3.60173 0.42029
H -0.67856 -1.66023 1.98691

=====

Here is a cluster of 2 separate species, C3H12N2O in total at a distorted geometry from the Open Molecules 2025 dataset. Energies are from ωB97M-V/def2-TZVPD.

Its strongest force on any atom is 2.207 eV/A. The value obtained for the energy above the lowest of the compared OMol25 structures with the same formula, charge and spin is 79.7 kJ/mol. The SMILES is CCO.NCN. As for the total energy: -8332.496 eV. The frontier orbital gap is 10.31 eV.

Element x y z (Å)
C 2.56175 -1.42591 0.48178
C 1.95986 -0.08032 0.08162
O 2.53317 1.01831 0.79132
H 3.64773 -1.35076 0.57535
H 2.36224 -2.18525 -0.27512
H 2.14872 -1.77606 1.42716
H 2.13051 0.14132 -0.97025
H 0.90238 -0.09885 0.32727
H 2.92057 0.74974 1.61957
N -3.66634 0.47248 -0.41335
C -2.31029 0.25736 0.05781
N -1.16328 0.52823 -0.83574
H -3.67994 0.28328 -1.41201
H -3.81758 1.48038 -0.38632
H -2.19863 -0.80449 0.31454
H -2.06966 0.71486 1.02005
H -0.82567 1.45824 -0.59852
H -1.43553 0.61744 -1.80517

=====

Here is a cluster of 2 separate species, C3H12N2O in total at a distorted geometry from the Open Molecules 2025 dataset. Energies are from ωB97M-V/def2-TZVPD.

Its strongest force on any atom is 2.184 eV/A. The value obtained for the energy above the lowest of the compared OMol25 structures with the same formula, charge and spin is 210.4 kJ/mol. The SMILES is CCN.CNO. As for the total energy: -8331.141 eV. The frontier orbital gap is 10.02 eV.

Element x y z (Å)
C -0.50292 -0.80262 -2.53844
C 0.51760 -0.29822 -1.51641
N 0.06384 0.83417 -0.72057
H -0.72396 -0.02806 -3.27094
H -0.11935 -1.67319 -3.06395
H -1.42954 -1.08779 -2.04097
H 1.43858 -0.00318 -2.02898
H 0.76565 -1.10093 -0.81632
H -0.74300 0.55233 -0.15570
H -0.22259 1.59805 -1.32678
C 0.97202 0.47380 2.14186
N -0.29975 0.19921 2.73835
O -1.32865 -0.17769 1.68275
H 0.80091 1.07605 1.18516
H 1.57535 1.02330 2.86462
H 1.50643 -0.41222 1.78333
H -0.25452 -0.66480 3.27677
H -2.01610 0.49180 1.80622

=====

Here is a cluster of 2 separate species, C3H12N2O in total at a distorted geometry from the Open Molecules 2025 dataset. Energies are from ωB97M-V/def2-TZVPD.

Its strongest force on any atom is 4.656 eV/A. The value obtained for the energy above the lowest of the compared OMol25 structures with the same formula, charge and spin is 194.9 kJ/mol. The SMILES is NCCCN.O. As for the total energy: -8331.302 eV. The frontier orbital gap is 9.87 eV.

Element x y z (Å)
N 1.98413 -0.37156 1.48736
C 0.73604 -0.77449 0.93150
C -0.26631 0.31790 0.44462
C -1.59310 0.03397 -0.31270
N -2.57066 0.97049 0.08201
H 2.07971 0.72241 1.49259
H 2.66849 -0.54336 0.74827
H 0.83082 -1.29438 0.02490
H 0.23149 -1.44715 1.52683
H 0.39688 1.11172 -0.19866
H -0.39844 0.89133 1.34974
H -1.52134 -0.00323 -1.40251
H -1.71573 -1.09862 -0.04090
H -2.02546 1.84664 -0.02146
H -2.69317 0.88543 1.12012
O 1.37812 -0.21340 -2.12839
H 0.89643 -1.03336 -1.81699
H 1.07132 0.01308 -3.12090

=====

Here is a structure of composition C3H12N2O at a distorted geometry from the Open Molecules 2025 dataset. Energies are from ωB97M-V/def2-TZVPD.

Its strongest force on any atom is 2.629 eV/A. The value obtained for the energy above the lowest of the compared OMol25 structures with the same formula, charge and spin is 412.0 kJ/mol. Its spin multiplicity is 2. As for the total energy: -8320.582 eV. The frontier orbital gap (alpha / beta) is 9.46 / 4.08 eV. As for the total charge: +1. Its expectation value of S² is 0.75.

Element x y z (Å)
N -1.28820 2.42507 1.44653
C 0.00465 1.80920 0.63648
C -0.50853 0.56872 -0.13125
C 0.68135 -0.22795 -0.62731
N 0.23503 -1.27016 -1.54553
H -0.89275 3.35983 1.70906
H -0.48638 1.65754 1.81323
H 0.94488 1.54874 1.16862
H 0.28724 2.62483 -0.03926
H -1.16666 -0.01348 0.53145
H -1.14219 0.91807 -0.94463
H 1.14169 -0.71530 0.24435
H 1.44338 0.42900 -1.03737
H 1.05380 -1.58120 -2.05846
H -0.29832 -0.83676 -2.29973
H -0.05539 -2.89133 -0.06744
H -0.28316 -4.27134 0.65675
O 0.32954 -3.53347 0.54452

=====

Here is a cluster of 3 separate species, C3H12N2O in total at a distorted geometry from the Open Molecules 2025 dataset. Energies are from ωB97M-V/def2-TZVPD.

Its strongest force on any atom is 4.492 eV/A. The value obtained for the energy above the lowest of the compared OMol25 structures with the same formula, charge and spin is 306.8 kJ/mol. Its spin multiplicity is 2. As for the total energy: -8321.672 eV. The frontier orbital gap (alpha / beta) is 11.54 / 3.56 eV. As for the total charge: +1. Its expectation value of S² is 0.76.

Element x y z (Å)
C 0.58206 -2.86933 -2.19754
C 1.20717 -1.71576 -2.29021
N 1.43702 1.90425 2.19499
H -0.25455 -3.31070 -2.87772
H 0.35101 0.73829 0.58455
H 0.99335 -3.70003 -1.62588
H 0.70826 -0.92082 -2.87901
H 1.88071 -1.38823 -1.45443
H 0.81079 1.69725 2.96079
H 2.26154 2.17046 2.76871
H 1.12306 2.71623 1.70429
N -2.14602 0.73053 1.19539
C -1.51870 0.59673 -0.07855
O -0.06547 0.95611 -0.23413
H -2.04552 1.67529 1.57290
H -1.73465 0.10476 1.92417
H -2.10975 1.09787 -0.89421
H -1.48031 -0.48289 -0.37414

=====

Here is a cluster of 3 separate species, C3H12N2O2 in total at a distorted geometry from the Open Molecules 2025 dataset. Energies are from ωB97M-V/def2-TZVPD.

Its strongest force on any atom is 5.496 eV/A. The value obtained for the energy above the lowest of the compared OMol25 structures with the same formula, charge and spin is 234.1 kJ/mol. The SMILES is [H]/N=C/NCC.O.O. As for the total energy: -10379.123 eV. The frontier orbital gap is 9.70 eV.

Element x y z (Å)
H -3.18040 1.02346 -0.79585
N -2.26932 0.61989 -0.63910
C -2.15368 0.04919 0.58480
N -1.02869 0.25557 1.42634
C 0.20310 0.93626 1.00515
C 1.26830 1.31396 2.02591
H -2.93807 -0.46512 1.04750
H -1.07514 -0.46158 2.18363
H 0.61138 0.20497 0.25766
H -0.13387 1.79400 0.44608
H 1.86543 2.14934 1.77823
H 0.80152 1.42751 3.10293
H 1.95262 0.40629 1.90807
O -0.17263 -0.87186 -2.28979
H -0.99634 -1.37699 -2.25164
H -0.33736 -0.06044 -1.70395
O 2.81073 -2.67866 -2.78052
H 2.41553 -2.24605 -1.93603
H 2.35691 -2.01972 -3.36940

=====

Here is a cluster of 3 separate species, C3H12N2O2 in total at a distorted geometry from the Open Molecules 2025 dataset. Energies are from ωB97M-V/def2-TZVPD.

Its strongest force on any atom is 1.097 eV/A. The value obtained for the energy above the lowest of the compared OMol25 structures with the same formula, charge and spin is 103.7 kJ/mol. The SMILES is [H]/N=C/NCC.O.O. As for the total energy: -10380.475 eV. The frontier orbital gap is 10.52 eV.

Element x y z (Å)
H -1.17497 -2.38368 0.31291
N -0.63723 -1.54527 0.12170
C -0.96882 -0.61717 0.92404
N -0.58964 0.69812 0.71071
C 0.59256 1.22104 1.45595
C 1.85918 0.39343 1.29459
H -1.71889 -0.83414 1.68125
H -0.43694 0.83520 -0.28354
H 0.27049 1.25006 2.50401
H 0.75528 2.22266 1.06685
H 1.63941 -0.66984 1.21576
H 2.48867 0.50572 2.19030
H 2.51484 0.66899 0.47857
O 0.23969 -0.96311 -2.64691
H 0.10091 -1.24421 -1.72499
H 1.09351 -1.32881 -2.89325
O -1.82748 0.96135 -2.15788
H -2.54297 0.66668 -1.56996
H -1.65761 0.16301 -2.68014

=====

Here is a cluster of 2 separate species, C3H12N2O2 in total at a distorted geometry from the Open Molecules 2025 dataset. Energies are from ωB97M-V/def2-TZVPD.

Its strongest force on any atom is 4.351 eV/A. The value obtained for the energy above the lowest of the compared OMol25 structures with the same formula, charge and spin is 296.6 kJ/mol. The SMILES is CC(O)O.CNN. As for the total energy: -10378.476 eV. The frontier orbital gap is 9.16 eV.

Element x y z (Å)
C -1.10225 -2.34624 -0.50807
C 0.16117 -1.52191 -0.37607
O 1.29299 -2.26770 -0.74958
O 0.31778 -0.99297 0.88521
H -1.97020 -1.77589 -0.16510
H -1.03595 -3.24845 0.10798
H -1.25412 -2.65213 -1.54677
H 0.08220 -0.61172 -1.10054
H 1.46363 -2.86664 -0.00819
H 0.47265 0.09735 0.72571
C -0.89286 2.24044 0.44558
N 0.33298 1.80380 -0.21379
N 1.49029 1.83745 0.63969
H -1.75704 1.98130 -0.17301
H -0.99330 1.72929 1.40859
H -0.90433 3.32201 0.60443
H 0.22458 1.08991 -0.98997
H 1.78956 2.79609 0.84590
H 2.28221 1.38602 0.16802

=====

Here is a cluster of 2 separate species, C3H12N2O2 in total at a distorted geometry from the Open Molecules 2025 dataset. Energies are from ωB97M-V/def2-TZVPD.

Its strongest force on any atom is 1.995 eV/A. The value obtained for the energy above the lowest of the compared OMol25 structures with the same formula, charge and spin is 140.7 kJ/mol. The SMILES is NCNCCO.O. As for the total energy: -10380.091 eV. The frontier orbital gap is 9.12 eV.

Element x y z (Å)
N -1.59190 -0.46717 -1.34272
C -0.51070 -1.34745 -0.89345
N 0.82386 -0.72274 -1.05568
C 1.55206 -0.37417 0.16200
C 1.56462 1.13501 0.34856
O 0.22518 1.62635 0.57228
H -1.38938 -0.23776 -2.30730
H -1.42278 0.42110 -0.87873
H -0.64770 -1.44914 0.17348
H -0.48188 -2.24263 -1.49960
H 1.41660 -1.19633 -1.71729
H 1.23176 -0.83332 1.10011
H 2.57195 -0.69638 -0.02220
H 2.14145 1.51654 1.18999
H 1.84280 1.57519 -0.60447
H -0.31954 0.96578 1.04133
O -1.58380 0.07045 1.77350
H -2.45860 0.03172 1.36436
H -1.78655 0.34498 2.67872

=====

Here is a cluster of 3 separate species, C3H12N2O2 in total at a distorted geometry from the Open Molecules 2025 dataset. Energies are from ωB97M-V/def2-TZVPD.

Its strongest force on any atom is 2.198 eV/A. The value obtained for the energy above the lowest of the compared OMol25 structures with the same formula, charge and spin is 149.4 kJ/mol. The SMILES is CC/N=C\N.O.O. As for the total energy: -10380.002 eV. The frontier orbital gap is 9.80 eV.

Element x y z (Å)
C -1.14071 -0.70350 -1.08995
C -0.18093 0.31054 -1.73792
N 0.93926 0.45290 -0.82885
C 2.15012 0.52409 -1.18943
N 2.65974 0.42256 -2.45291
H -0.83517 -1.69546 -0.79012
H -2.00459 -0.82773 -1.75793
H -1.49234 -0.24003 -0.16169
H -0.76283 1.21460 -1.87155
H 0.08913 -0.07163 -2.73511
H 2.80460 0.69339 -0.34388
H 2.05347 0.11082 -3.19649
H 3.60228 0.65483 -2.70373
O -2.60122 -4.83212 3.35672
H -2.61527 -3.85627 3.27831
H -1.97405 -4.97113 4.04964
O -0.78874 4.03906 2.65499
H -1.62137 4.47629 2.65541
H -0.36017 4.54712 3.34468